1.
70
Properties=species:S:1:pos:R:3:forces:R:3:nbo_charge:R:1 method="wB97M-V/def2-TZVPD" relative_energy_kcal_mol=0.0 homo_ev=-8.121 gap_ev=7.751 charge=0 total_energy_ha=-2046.076253
C -4.005918 -0.754275 2.494649 0.138 0.084 -0.329 -0.64
H -4.749072 -1.396891 2.028515 -0.081 -0.106 0.026 0.21
H -3.328478 -1.374724 3.074548 0.022 -0.104 0.111 0.20
H -4.522626 -0.082537 3.174952 -0.074 0.044 0.094 0.22
C -3.252753 0.071591 1.438525 -0.192 0.300 0.116 -0.04
N -2.422375 -0.700487 0.514156 0.043 -0.175 0.030 -0.47
C -3.136167 -1.723472 -0.236243 -0.206 0.023 -0.009 -0.21
H -3.610179 -2.462050 0.432919 0.094 -0.028 -0.035 0.17
C -4.199605 -1.194926 -1.200461 0.399 -0.026 -0.072 -0.41
C -3.622797 -0.434665 -2.401721 -0.198 -0.343 0.188 -0.21
N -3.021558 0.817799 -2.033901 -0.537 0.389 -0.026 -0.59
C -1.734925 1.059176 -1.752213 -0.012 0.559 0.014 0.35
C -0.709689 0.121931 -2.013535 0.083 -0.062 -0.025 -0.31
C 0.601150 0.379921 -1.731754 -0.205 0.155 -0.048 -0.08
C 1.005694 1.597635 -1.157582 -0.106 0.131 0.006 -0.13
C 0.041255 2.546344 -0.932840 0.098 -0.109 -0.009 -0.11
C -1.310887 2.309585 -1.223780 0.849 -0.896 -0.265 -0.11
N -2.202645 3.362647 -0.924182 -0.381 0.651 0.226 0.53
O -1.750494 4.394423 -0.457001 -0.100 0.104 0.024 -0.40
O -3.408164 3.214921 -1.132018 -0.140 0.076 0.043 -0.44
H 0.284196 3.509955 -0.513737 0.024 0.004 0.046 0.24
C 2.462252 1.795332 -0.805223 0.119 0.106 -0.078 -0.05
N 3.016591 0.525877 -0.378972 -0.333 0.313 0.000 -0.63
C 4.222783 0.085106 -0.791062 0.033 -0.416 0.240 0.70
O 4.900575 0.670513 -1.608110 0.334 0.097 -0.319 -0.63
C 4.613621 -1.252303 -0.164871 0.127 0.160 -0.149 -0.52
C 3.450616 -2.196390 -0.233652 -0.044 -0.220 0.132 -0.03
C 3.014444 -2.663462 -1.470151 0.006 -0.037 0.131 -0.20
C 1.885833 -3.454170 -1.574532 -0.042 -0.014 -0.001 -0.23
C 1.184065 -3.788340 -0.426949 0.140 0.098 0.102 -0.04
C 1.612237 -3.354642 0.816464 -0.157 -0.092 -0.105 -0.25
C 2.739014 -2.556056 0.904532 0.136 -0.002 -0.142 -0.17
H 3.069201 -2.211869 1.874085 0.049 0.053 0.112 0.21
H 1.065421 -3.631674 1.703784 -0.093 -0.035 0.077 0.23
Cl -0.251202 -4.749106 -0.551196 -0.139 -0.092 -0.010 0.00
H 1.548310 -3.806586 -2.536617 -0.051 -0.052 -0.080 0.23
H 3.562977 -2.394486 -2.360890 0.060 0.040 -0.132 0.22
H 4.909756 -1.065931 0.868958 0.033 -0.018 0.010 0.24
H 5.473865 -1.637958 -0.713363 -0.027 0.095 0.042 0.24
H 2.562555 0.069924 0.397612 0.025 -0.090 -0.025 0.41
C 2.699463 2.854315 0.288909 0.200 -0.258 -0.066 -0.51
C 4.129365 2.701953 0.796019 -0.453 0.402 -0.138 0.69
O 4.406565 2.055489 1.782368 0.067 -0.252 0.360 -0.63
N 5.056369 3.343549 0.054554 0.410 0.289 -0.122 -0.81
H 4.835473 3.700362 -0.858409 -0.028 -0.047 0.025 0.39
H 6.027083 3.161170 0.253706 -0.063 -0.064 -0.016 0.40
H 2.021690 2.673434 1.124378 0.046 0.052 0.008 0.24
H 2.539472 3.857135 -0.103141 -0.093 0.068 0.008 0.22
H 3.028503 2.069559 -1.706539 -0.076 -0.051 0.203 0.24
H 1.346102 -0.373096 -1.942244 0.021 -0.119 -0.013 0.22
H -0.967217 -0.832516 -2.439228 -0.061 -0.134 -0.029 0.22
H -3.664041 1.554343 -1.749485 0.336 -0.185 -0.147 0.43
H -4.438224 -0.210261 -3.097309 0.149 -0.078 -0.027 0.21
H -2.901723 -1.064630 -2.923403 -0.075 0.021 -0.073 0.19
H -4.753566 -2.053646 -1.584869 -0.086 -0.009 0.023 0.21
H -4.908109 -0.553492 -0.676405 -0.136 -0.007 -0.008 0.20
H -2.387613 -2.267161 -0.820549 -0.013 -0.075 0.027 0.20
C -1.245339 -1.275115 1.145381 0.244 0.110 -0.073 -0.22
C -0.372904 -0.206208 1.791769 -0.187 -0.206 0.160 -0.41
C -1.181399 0.587823 2.807694 0.069 0.120 -0.210 -0.40
C -2.401015 1.162078 2.100385 -0.090 -0.110 0.047 -0.39
H -3.023185 1.722354 2.799630 -0.041 0.056 -0.031 0.21
H -2.056987 1.853352 1.330823 -0.016 0.078 -0.036 0.20
H -1.488782 -0.059659 3.630485 0.025 -0.030 0.102 0.19
H -0.578587 1.395670 3.226361 -0.013 -0.012 0.087 0.21
H 0.486873 -0.684701 2.265301 0.086 -0.013 -0.010 0.20
H -0.011422 0.468164 1.014299 0.057 0.037 -0.065 0.20
H -0.666473 -1.776647 0.364548 -0.071 -0.063 0.048 0.21
H -1.512813 -2.036625 1.898943 0.037 -0.071 -0.016 0.16
H -4.004403 0.587327 0.828857 0.064 -0.016 0.072 0.20

2.
71
Properties=species:S:1:pos:R:3:forces:R:3:nbo_charge:R:1 method="wB97M-V/def2-TZVPD" homo_ev="-19.556 / -20.166" spin_multiplicity=6 gap_ev="8.250 / 6.320" charge=+4 total_energy_ha=-1661.503684
Ir -0.513219 -0.289835 -1.534086 -0.132 -0.202 -0.586 1.58
C 3.182579 -1.958669 -3.645149 0.154 0.052 -0.015 -0.72
C 1.960208 -1.684963 -2.846400 0.124 0.130 -0.029 0.41
N 1.480724 -0.516076 -2.617672 -0.471 -0.129 0.308 -0.50
C 2.089993 0.699381 -3.143974 0.117 0.248 -0.141 -0.28
C 1.575194 1.922352 -2.402112 0.203 -0.053 -0.008 -0.24
N 0.109333 1.890742 -2.219383 -0.070 -0.277 0.209 -0.64
C -0.662393 2.191286 -3.446007 -0.141 0.037 0.002 -0.25
C -2.137435 1.919654 -3.210992 0.116 0.258 -0.169 -0.24
N -2.326041 0.516251 -2.803442 0.505 -0.195 0.313 -0.60
C -3.653955 0.156772 -2.264549 -0.290 -0.260 0.123 -0.24
C -3.536602 -0.813687 -1.073127 -0.242 0.196 0.012 -0.26
N -2.365194 -1.638620 -1.244646 0.566 0.264 0.071 -0.47
C -2.294003 -2.913415 -1.250164 -0.122 0.060 0.069 0.38
C -3.413734 -3.869672 -1.058936 -0.147 -0.075 0.011 -0.71
C -0.928610 -3.435956 -1.528263 0.257 -0.186 0.002 0.15
C -0.551753 -4.772309 -1.463057 -0.096 0.037 -0.028 -0.16
C 0.752924 -5.116236 -1.790559 -0.009 0.000 0.003 -0.09
C 1.631463 -4.136032 -2.236954 -0.022 0.103 -0.064 -0.16
C 1.179012 -2.824244 -2.299406 -0.017 -0.319 0.042 0.13
N -0.052187 -2.503957 -1.906981 0.019 0.339 0.253 -0.47
H 3.430752 -1.135398 -4.309449 0.002 -0.032 -0.019 0.27
H 3.067393 -2.864384 -4.238866 -0.030 0.007 -0.006 0.28
H 4.038831 -2.116580 -2.979037 -0.032 -0.007 0.027 0.29
H 1.882860 0.772308 -4.215440 -0.023 -0.055 0.019 0.24
H 3.174448 0.670988 -3.028743 -0.009 -0.008 -0.030 0.26
H 1.882844 2.817630 -2.947758 -0.013 0.026 0.044 0.25
H 2.029338 1.960290 -1.411363 -0.050 0.012 0.022 0.22
H -0.117007 2.600134 -1.527855 -0.051 -0.023 0.042 0.40
H -0.289492 1.565043 -4.259126 0.030 0.003 0.010 0.22
H -0.528094 3.234196 -3.741013 0.045 -0.020 -0.055 0.25
H -2.689922 2.137723 -4.128262 -0.072 -0.022 0.050 0.26
H -2.533934 2.574158 -2.432710 -0.005 -0.069 0.065 0.22
H -2.122149 -0.076320 -3.607353 -0.141 0.013 -0.075 0.41
H -4.260922 -0.298858 -3.047537 0.049 0.067 -0.063 0.24
H -4.168089 1.055833 -1.930046 0.012 0.047 -0.092 0.24
H -4.462458 -1.378593 -0.972841 0.025 0.011 0.019 0.25
H -3.396197 -0.240569 -0.151491 -0.011 -0.051 0.006 0.22
H -4.344347 -3.391214 -0.770541 0.026 -0.003 0.001 0.26
H -3.158437 -4.603520 -0.292661 0.013 0.020 0.028 0.28
H -3.586293 -4.426981 -1.984556 0.037 0.009 -0.002 0.29
H -1.256516 -5.537164 -1.167779 -0.016 0.011 -0.004 0.27
H 1.074988 -6.147488 -1.724128 0.006 0.001 -0.007 0.28
H 2.640019 -4.396279 -2.528386 -0.013 0.011 -0.033 0.27
C -1.657337 1.875043 1.271566 0.034 -0.018 0.145 -0.67
C -0.657032 0.814073 1.572305 -0.177 -0.207 -0.058 0.41
N -0.145858 -0.029385 0.678240 -0.001 0.182 -0.361 -0.57
C 0.693474 -0.894320 1.356721 -0.088 -0.121 0.128 -0.08
C 0.663107 -0.588830 2.674238 -0.038 -0.195 -0.057 -0.05
N -0.197027 0.484813 2.803430 0.388 0.171 -0.060 -0.33
C -0.641303 1.039209 4.079130 -0.457 -0.085 0.188 -0.06
N 0.417390 1.283597 5.035621 0.784 0.891 -0.670 -0.16
N 0.369486 0.593038 6.204742 -0.095 -0.497 0.293 0.04
N 1.281508 0.999996 6.981755 -0.069 -0.078 0.687 -0.07
C 1.967648 2.016938 6.382793 -0.086 0.383 -1.125 -0.01
C 3.008090 2.836614 6.829099 -0.535 -0.649 0.744 0.08
C 3.566699 3.771482 5.923550 -0.001 0.491 -0.639 -0.08
C 3.051263 3.920522 4.649234 0.125 -0.034 0.048 -0.20
C 1.997426 3.114914 4.193076 0.186 0.346 -0.432 -0.03
C 1.427235 2.199889 5.091726 -0.126 -0.726 0.909 0.16
H -1.768019 1.952066 0.190394 -0.041 0.054 0.010 0.22
H -1.361215 2.850244 1.661088 0.021 -0.002 -0.046 0.26
H -2.632997 1.636265 1.700156 -0.006 0.000 -0.026 0.27
H 1.237927 -1.681674 0.862976 0.008 0.026 0.000 0.24
H 1.137003 -1.062979 3.518677 0.018 0.074 0.004 0.27
H -1.289694 0.315401 4.574310 -0.031 0.047 0.020 0.28
H -1.211523 1.951139 3.908931 0.088 0.018 -0.090 0.25
H 3.324602 2.805430 7.867236 0.125 -0.115 -0.060 0.29
H 4.399528 4.390385 6.231059 -0.006 -0.029 0.106 0.28
H 3.495927 4.649386 3.985735 -0.030 -0.033 -0.045 0.27
H 1.689800 3.159009 3.155046 -0.073 0.127 0.061 0.23

3.
69
Properties=species:S:1:pos:R:3:forces:R:3:nbo_charge:R:1 method="wB97M-V/def2-TZVPD" relative_energy_kcal_mol=4.8 homo_ev="-4.681 / -8.701" spin_multiplicity=6 gap_ev="4.925 / 5.480" charge=0 total_energy_ha=-1890.409709
Ir 11.991945 9.753759 9.332175 2.822 -2.293 -0.694 1.74
C 12.091036 8.849354 14.223194 -0.535 -0.734 -1.646 -1.11
Si 11.178703 9.817918 12.818860 -1.605 -0.080 0.660 1.77
C 9.757892 8.753487 12.206816 0.263 0.474 -0.716 -1.15
C 10.415739 11.410399 13.524872 1.429 0.392 -0.663 -1.12
N 12.205075 10.075962 11.359223 2.582 0.125 1.502 -0.74
C 13.578850 10.063216 11.783656 -1.884 -0.412 -2.060 0.15
C 14.038414 10.701816 12.925207 0.562 0.707 1.648 -0.24
C 15.375248 10.612679 13.293008 0.248 -0.937 -0.922 -0.21
C 16.262628 9.818879 12.542502 -0.358 0.494 -0.101 -0.15
C 15.772408 9.165932 11.417238 1.515 -0.270 0.727 -0.26
C 14.506293 9.314428 10.987006 -1.204 1.534 -1.450 0.31
O 14.144158 8.994795 9.671645 1.939 -0.640 0.282 -0.54
C 15.065382 9.370015 8.596517 0.593 1.074 1.451 0.28
C 15.410004 8.456125 7.631187 -0.130 -0.943 -0.168 -0.23
C 16.360227 8.882991 6.666686 0.670 -0.465 0.877 -0.20
C 16.821603 10.192244 6.629384 -0.789 -0.326 -0.131 -0.22
C 16.316893 11.148827 7.544190 0.261 0.517 -0.579 -0.21
C 15.576800 10.707818 8.632862 -0.217 -1.490 -0.919 -0.22
H 11.316130 8.142861 14.637645 0.992 0.604 -0.269 0.25
H 12.584209 9.414136 14.990837 -0.112 0.432 0.463 0.24
H 12.914225 8.300669 13.707287 -0.706 -0.132 0.478 0.24
H 10.247844 7.948850 11.667012 -0.097 -0.246 0.189 0.26
H 9.120845 9.236006 11.416244 0.386 -0.217 1.037 0.27
H 9.192477 8.367846 13.059584 -0.158 0.070 -0.236 0.24
H 9.503949 11.682027 13.021040 -0.399 -0.014 -0.258 0.25
H 11.073428 12.309870 13.509922 -0.341 -0.629 0.130 0.24
H 10.191707 11.154423 14.544321 -0.195 0.039 0.635 0.24
H 13.414952 11.322873 13.611386 0.147 -0.673 -1.012 0.24
H 15.721422 11.088435 14.172442 0.232 0.602 0.640 0.22
H 17.354532 9.792510 12.681020 -0.743 -0.075 0.473 0.23
H 16.454072 8.555404 10.878291 0.418 -0.274 -0.747 0.24
H 14.988952 7.403025 7.648795 0.626 1.528 -0.016 0.25
H 16.945484 8.144217 6.096004 -0.925 0.270 -0.062 0.22
H 17.545818 10.385481 5.834466 -0.279 0.535 0.395 0.22
H 16.436062 12.248212 7.328561 0.374 -1.309 0.702 0.23
H 15.353661 11.326034 9.480484 -0.252 0.318 -0.083 0.23
O 10.690357 9.243638 5.585501 -0.040 -0.288 -0.663 -0.61
C 10.856015 9.501555 6.751455 -0.336 0.570 0.525 0.73
O 12.004763 9.214546 7.386504 -0.098 0.345 0.972 -0.70
C 9.835007 10.128413 7.611467 1.968 -0.239 -0.891 -0.05
C 8.583417 10.415311 7.252925 -1.733 -1.009 -1.579 -0.15
C 7.682630 10.869762 8.171135 -0.708 0.072 -1.187 -0.29
C 8.164688 11.432660 9.339007 1.521 0.192 1.830 -0.28
C 9.460766 11.156417 9.688146 -2.525 0.781 -0.699 0.01
N 10.235713 10.418626 8.892623 -1.897 1.017 0.250 -0.63
H 8.205082 10.135072 6.270546 0.375 -0.050 0.079 0.23
H 6.672851 10.772787 7.888701 -1.208 0.486 0.043 0.21
H 7.628029 12.079758 9.991873 -0.676 0.219 0.325 0.21
H 9.815975 11.547584 10.602362 0.833 0.241 0.852 0.18
C 12.761355 12.680823 9.195353 -1.443 2.218 1.811 -0.25
O 13.069173 11.375515 8.965424 -0.514 -0.987 0.245 -0.69
H 13.227911 13.338192 8.439763 -0.103 -0.229 0.333 0.19
H 13.047566 13.047453 10.253255 0.398 -0.595 -1.273 0.16
H 11.654574 12.948384 9.276715 0.907 -0.666 -0.764 0.17
C 10.821310 5.677402 10.563430 1.849 -0.058 -0.271 -0.63
C 11.140406 6.605169 9.315255 0.946 -0.446 1.252 0.28
C 10.030364 6.574846 8.320314 -1.143 1.105 -0.156 -0.65
C 12.340015 5.976882 8.585682 -0.374 0.375 -0.059 -0.63
O 11.591341 7.912272 9.831788 -0.992 -0.958 -0.091 -0.71
H 10.425777 4.687520 10.249071 -0.072 0.776 -0.006 0.21
H 10.220050 6.089711 11.404125 0.462 -0.233 -0.866 0.22
H 11.882304 5.441312 10.874491 -1.229 0.189 0.587 0.21
H 10.293336 7.210906 7.467443 -0.134 -0.647 -0.184 0.23
H 9.101784 6.985264 8.700785 -0.235 0.264 0.378 0.22
H 9.769974 5.532777 8.081679 0.488 0.361 -0.334 0.22
H 12.125472 4.912656 8.534308 0.321 -0.236 -0.077 0.21
H 13.290222 6.174568 9.096923 -0.238 -0.099 -0.123 0.21
H 12.321541 6.373085 7.564256 0.496 -0.028 0.187 0.23

The records above yield F_max values of 1.3 1.4 3.7 eV/A, respectively.